Record 1
{
  "formula": "C34H46GeN4O6PS2Ti",
  "method": "ωB97M-V/def2-TZVPD",
  "elements": ["Ti", "C", "N", "C", "C", "O", "C", "O", "C", "C", "O", "N", "C", "C", "H", "H", "H", "H", "H", "H", "H", "H", "H", "H", "H", "H", "H", "H", "H", "H", "N", "C", "H", "C", "C", "C", "O", "P", "S", "S", "O", "C", "C", "C", "H", "H", "H", "H", "H", "H", "H", "H", "H", "H", "H", "H", "H", "H", "C", "C", "C", "C", "C", "C", "Ge", "C", "C", "C", "C", "C", "C", "C", "C", "C", "C", "C", "C", "H", "H", "H", "H", "H", "H", "H", "H", "H", "H", "H", "H", "H", "H", "H", "O", "C", "N"],
  "positions_angstrom": [[-0.129, 0.507, 0.454], [-0.820, -0.634, 4.814], [-0.767, -1.692, 3.810], [-0.489, -3.029, 4.325], [-0.887, -1.417, 2.532], [-1.093, -0.251, 2.109], [-0.759, -2.501, 1.463], [-0.814, -1.866, 0.194], [-2.012, -1.986, -0.547], [-2.617, -0.611, -0.780], [-1.926, 0.391, -0.454], [-3.800, -0.499, -1.345], [-4.387, 0.803, -1.628], [-4.588, -1.663, -1.741], [-1.643, -0.844, 5.496], [-0.975, 0.322, 4.320], [0.121, -0.628, 5.364], [-1.074, -3.171, 5.234], [0.572, -3.115, 4.559], [-0.776, -3.796, 3.612], [-1.554, -3.249, 1.566], [0.209, -3.010, 1.527], [-2.721, -2.662, -0.057], [-1.755, -2.415, -1.527], [-3.845, 1.570, -1.085], [-5.430, 0.779, -1.319], [-4.316, 0.998, -2.697], [-3.946, -2.452, -2.127], [-5.258, -1.355, -2.541], [-5.179, -2.025, -0.900], [0.983, -0.181, -1.947], [1.297, -0.407, -0.744], [1.586, -0.666, -2.623], [1.262, -3.037, -4.333], [1.914, -3.670, -3.125], [0.906, -4.163, -2.113], [2.796, -2.636, -2.582], [3.576, -2.615, -1.202], [3.907, -4.221, -0.264], [2.447, -1.359, 0.145], [4.814, -1.711, -1.522], [5.328, -1.065, -2.725], [5.761, -2.108, -3.733], [4.359, -0.041, -3.263], [0.703, -3.791, -4.883], [2.004, -2.613, -5.004], [0.566, -2.248, -4.036], [2.577, -4.481, -3.441], [0.385, -3.312, -1.677], [1.362, -4.738, -1.317], [0.181, -4.793, -2.629], [6.211, -0.557, -2.323], [4.908, -2.651, -4.141], [6.450, -2.815, -3.277], [6.273, -1.619, -4.561], [3.549, -0.510, -3.821], [4.893, 0.608, -3.955], [3.957, 0.586, -2.469], [-1.317, 4.723, 3.041], [-0.116, 5.064, 2.437], [0.247, 4.482, 1.237], [-0.619, 3.577, 0.604], [-1.826, 3.246, 1.219], [-2.172, 3.815, 2.436], [-0.059, 2.808, -1.063], [1.754, 3.054, -1.625], [2.858, 2.977, -0.774], [4.133, 3.212, -1.256], [4.323, 3.525, -2.595], [3.238, 3.598, -3.453], [1.961, 3.357, -2.975], [-1.399, 2.798, -2.440], [-1.354, 1.940, -3.541], [-2.296, 2.049, -4.549], [-3.292, 3.016, -4.471], [-3.353, 3.866, -3.380], [-2.416, 3.753, -2.363], [-1.588, 5.173, 3.983], [0.538, 5.783, 2.905], [1.194, 4.745, 0.786], [-2.521, 2.558, 0.736], [-3.110, 3.560, 2.905], [2.725, 2.729, 0.275], [4.980, 3.155, -0.587], [5.319, 3.716, -2.967], [3.387, 3.852, -4.493], [1.125, 3.423, -3.661], [-0.572, 1.194, -3.608], [-2.247, 1.395, -5.408], [-4.014, 3.112, -5.269], [-4.120, 4.624, -3.325], [-2.472, 4.433, -1.522], [2.139, 1.158, 3.764], [1.670, 1.205, 2.699], [1.191, 1.248, 1.604]],
  "s_squared": 0.76,
  "e_homo_ha": [-0.475, -0.484],
  "multiplicity": 2,
  "charge": 2,
  "e_above_lowest_kj_mol": 334.3,
  "lumo_energy_ev": [-6.108, -7.253],
  "gap_ev": [6.8, 5.9]
}

***

Record 2
{
  "formula": "C34H47N7O3",
  "method": "ωB97M-V/def2-TZVPD",
  "elements": ["N", "C", "C", "C", "C", "C", "H", "H", "H", "H", "H", "N", "C", "C", "C", "C", "C", "H", "H", "H", "H", "H", "N", "C", "C", "C", "C", "C", "H", "H", "H", "H", "H", "C", "C", "O", "C", "O", "O", "H", "H", "H", "H", "C", "C", "C", "C", "N", "H", "H", "H", "H", "H", "H", "H", "C", "C", "C", "C", "N", "H", "H", "H", "H", "H", "H", "H", "C", "C", "C", "C", "N", "H", "H", "H", "H", "H", "H", "H", "C", "C", "C", "C", "N", "H", "H", "H", "H", "H", "H", "H"],
  "positions_angstrom": [[-2.359, 7.448, 4.479], [-2.434, 6.902, 5.728], [-2.615, 5.518, 5.862], [-2.829, 4.791, 4.687], [-2.863, 5.363, 3.431], [-2.582, 6.726, 3.351], [-2.291, 7.570, 6.564], [-2.711, 5.096, 6.852], [-2.928, 3.727, 4.843], [-3.023, 4.741, 2.563], [-2.456, 7.238, 2.409], [-1.324, -1.208, 7.455], [-2.567, -1.609, 7.860], [-3.728, -1.027, 7.446], [-3.596, 0.059, 6.594], [-2.381, 0.417, 6.012], [-1.231, -0.226, 6.496], [-2.688, -2.436, 8.544], [-4.682, -1.300, 7.873], [-4.458, 0.668, 6.366], [-2.344, 1.210, 5.279], [-0.272, 0.123, 6.144], [5.498, 1.160, 5.752], [6.258, 0.439, 6.569], [5.674, -0.441, 7.505], [4.248, -0.478, 7.625], [3.447, 0.374, 6.853], [4.123, 1.157, 5.942], [7.336, 0.496, 6.581], [6.279, -0.966, 8.228], [3.835, -1.029, 8.457], [2.381, 0.496, 6.977], [3.665, 1.949, 5.369], [3.245, 9.542, 8.965], [4.569, 9.988, 8.417], [5.141, 10.677, 9.483], [4.187, 11.011, 10.399], [4.326, 11.724, 11.347], [3.078, 10.480, 10.024], [3.318, 8.521, 9.341], [2.412, 9.718, 8.284], [4.400, 10.617, 7.543], [5.167, 9.143, 8.076], [1.100, 6.601, 6.759], [1.571, 6.090, 5.373], [0.639, 5.058, 4.794], [0.702, 3.816, 5.508], [0.725, 2.799, 6.078], [1.176, 5.782, 7.475], [0.099, 7.026, 6.834], [1.787, 7.276, 7.269], [2.527, 5.604, 5.565], [1.645, 6.995, 4.771], [1.009, 4.842, 3.792], [-0.387, 5.400, 4.654], [-2.251, 1.885, 9.733], [-1.629, 2.957, 8.853], [-0.335, 3.504, 9.378], [0.766, 2.524, 9.578], [1.588, 1.710, 9.710], [-2.563, 2.387, 10.649], [-1.523, 1.077, 9.812], [-3.108, 1.405, 9.260], [-2.345, 3.765, 8.704], [-1.525, 2.457, 7.890], [-0.590, 4.013, 10.307], [-0.011, 4.300, 8.707], [-0.821, 11.071, 4.997], [-0.049, 10.910, 3.655], [0.954, 9.754, 3.765], [2.063, 9.950, 4.769], [2.881, 10.149, 5.519], [-1.440, 11.960, 4.879], [-0.210, 11.204, 5.890], [-1.511, 10.245, 5.169], [0.483, 11.829, 3.413], [-0.726, 10.524, 2.892], [1.303, 9.503, 2.764], [0.464, 8.840, 4.097], [5.112, 5.123, 3.736], [5.345, 3.841, 2.856], [6.443, 3.953, 1.713], [6.363, 5.201, 0.835], [6.289, 6.216, 0.251], [4.935, 5.998, 3.110], [6.041, 5.409, 4.229], [4.385, 4.913, 4.520], [4.380, 3.585, 2.417], [5.599, 2.962, 3.448], [6.425, 3.108, 1.026], [7.452, 4.050, 2.114]],
  "s_squared": 0.77,
  "e_homo_ha": [-0.439, -0.439],
  "multiplicity": 2,
  "charge": 1,
  "lumo_energy_ev": [-4.737, -8.912],
  "gap_ev": [7.2, 3.0]
}

***

Computed calculated total energy, in the same sequence as the records: -6057.40071 -1932.32820 hartree.